Entry 1:
# C56H51IN9O7P2S2TeTl

A structure of composition C56H51IN9O7P2S2TeTl (ωB97M-V with the def2-TZVPD basis set, the Open Molecules 2025 dataset).

Geometry as ORCA input:
```
! RIJCOSX wB97M-V def2-TZVPD def2/J DEFGRID3
* xyz -2 1
O -2.73893 -1.58482 -2.48376
H -3.53629 -1.54044 -1.94191
H -3.18147 -2.38141 -7.36898
N -3.20327 0.58571 -0.19089
C 5.92950 -2.08753 5.90626
H 5.21408 -1.68640 3.92023
C 0.95215 1.01940 7.48937
C -0.06017 0.82174 5.31938
C -3.58278 -1.69654 -6.63531
C -2.79225 -0.70203 -6.06499
C 2.74943 -0.78509 2.73075
H -4.69359 3.42267 -1.14061
H 0.16449 2.96269 -6.02116
N -2.03202 3.80456 4.61684
C 4.97972 -2.08496 4.89992
C 6.22297 1.61773 1.20914
N -8.02357 1.05367 -1.41124
H -1.16735 -1.18181 -7.38708
N -3.31386 0.14873 -5.16642
C -4.28842 -0.18805 -0.11629
H -0.49259 -3.69258 0.75072
C -5.55729 0.22454 -0.47855
C 5.55449 1.50279 -1.09223
C -7.07610 1.98801 -1.37806
Te 2.20379 -2.60416 3.66892
N 0.61194 -2.63877 -2.38490
H 3.74262 1.90624 2.95982
C 5.32081 -4.97094 0.31532
P 3.01594 -0.99601 0.95155
H -0.93827 0.91054 4.68984
H 2.20911 5.76938 1.92449
O -1.75309 -1.02823 2.32109
H 0.86897 1.23053 8.54878
H 2.49158 -3.41163 6.74282
C -4.62591 2.37728 -0.87918
C -9.21309 1.39314 -1.88859
C -0.71714 0.69965 -3.69000
O -9.82817 -1.13586 -1.74748
H 5.96008 -1.73325 1.05387
C 3.70441 -2.57163 5.16764
C 4.49152 -3.00685 7.38797
C 2.05005 4.71151 2.09441
C 2.29261 0.42520 5.58462
H -8.88831 4.53060 -2.60102
H -4.12312 -1.20239 0.23656
H -6.58171 4.06298 -1.79591
H 2.53687 -3.41551 -5.63467
H 6.87031 2.01384 1.98306
C 1.16739 0.47627 4.76632
C -0.16678 1.09870 6.67479
C -0.42164 0.28709 -6.12701
C 2.18450 0.68389 6.94039
Tl -0.50358 -0.57249 -0.30449
C -5.73603 1.54197 -0.89902
H -5.56934 -2.52947 -6.62118
O -0.15457 -3.10202 1.43286
H 2.20307 -3.66162 0.41347
C -8.61159 3.53604 -2.26184
H -2.76747 -0.76367 -2.98657
C -0.42235 1.18870 -4.96074
S -3.16961 2.02793 2.71976
C 3.28470 -3.70635 0.45791
C -7.32626 3.28277 -1.81109
H -6.40558 -0.44352 -0.44565
C 2.00198 -3.19342 -4.72097
H -0.92324 -0.61169 2.63428
C 1.92700 -2.45981 -2.45156
H 5.67677 1.81065 -2.12393
C -0.20861 3.34016 -3.93456
I -0.44513 -4.08595 -6.27981
C 0.57314 2.81851 2.22327
H 5.83426 -5.90969 0.14873
C -4.90474 -1.76993 -6.22581
H 3.24681 0.15985 5.14684
C -2.50397 3.07049 3.84991
C 0.77350 4.17603 2.00543
C 4.54253 0.62105 -0.74722
C 3.93480 -4.90828 0.24009
H -2.39899 -0.30667 2.43999
H 7.12027 -3.86094 0.67602
C 1.64346 1.99187 2.56006
C 2.66331 -2.72463 -3.59823
C 5.38125 -2.62014 0.82736
C 0.62882 -3.37066 -4.64281
H 2.39631 -2.07886 -1.55475
H -0.70637 3.35430 -1.83781
N -9.55547 2.61151 -2.31353
H 1.53527 2.14467 -1.36241
C 3.99497 -2.54221 0.75885
N 5.71229 -2.53791 7.14242
C 4.36335 0.21335 0.57144
H 1.62496 2.21389 0.16842
H 3.73341 -2.56770 -3.59955
H 0.00365 4.39920 -3.98116
H 0.48132 0.30456 -6.72956
H -0.43423 2.41244 2.17993
H 3.06530 0.62256 7.56917
C 3.46841 -3.04449 6.45283
C 6.03992 -3.82369 0.61045
C -3.38902 1.85351 -0.53648
H 4.11930 4.30883 2.51272
C 3.12259 3.89271 2.43035
O 1.68839 1.60348 -0.58095
C 6.39911 2.00651 -0.11137
H -1.10684 -3.18218 -3.37161
C -1.39467 -0.55246 -6.53419
N -5.42596 -0.92380 -5.34611
H 6.92664 -1.70447 5.70881
C -0.11780 2.53853 -5.06529
H -1.12589 1.39053 7.08162
H -0.07801 4.81110 1.79939
P 1.25256 0.23336 2.94432
C 5.21186 0.72961 1.54443
C -0.03129 -3.07937 -3.46013
H 3.86343 0.25125 -1.50709
N -0.81852 1.45139 -2.61028
H -0.93872 -2.67823 1.82879
H -5.01808 0.69265 -4.14508
C -0.59131 2.75829 -2.73637
O -11.42760 0.52281 -0.92133
C 2.91627 2.54530 2.67696
H 3.35909 -5.79935 0.02090
H 7.18077 2.70876 -0.37392
H 4.31017 -3.35907 8.39906
H 5.04821 0.42469 2.57233
S -10.51826 0.11702 -1.98105
H -0.86722 -0.36412 -3.55636
C -4.59975 -0.00513 -4.86846
H -2.50636 2.47969 -0.55187
O -11.04293 0.27924 -3.32560
*
```

## Properties
HOMO = -2.567 eV
Orbital gap = 0.1756 hartree
E = -5401.439502 hartree
Energy relative to the best compared isomer or geometry (same formula, charge and spin) = 181.3 kJ/mol



Entry 2:
# C5H13ClI2N2OPSTi

A structure of composition C5H13ClI2N2OPSTi (ωB97M-V with the def2-TZVPD basis set, the Open Molecules 2025 dataset).

Geometry as ORCA input:
```
! RIJCOSX wB97M-V def2-TZVPD def2/J DEFGRID3
* xyz 2 2
H 3.34680 2.25870 3.42800
C -1.61025 1.65278 -2.51496
P -1.68020 0.09282 -1.57866
N 2.84657 1.82987 2.63858
S 1.62827 -0.12166 1.19508
C 2.02010 0.79664 2.76142
H -3.44430 -1.10213 -0.40637
H -2.46285 1.79126 -3.19147
H -0.68749 1.64252 -3.12119
C 3.12659 -3.18096 -0.20415
H 1.84632 0.72512 4.82028
H 0.69826 -0.21738 3.86948
Cl -0.96452 2.31955 1.30584
N 1.45780 0.46063 3.92083
H 3.06057 2.15085 1.69435
I 1.74376 -2.43913 -3.01907
H -4.14558 0.10619 -1.51482
H -3.39438 0.63403 0.04716
I 0.32490 -4.15171 -1.70721
H -2.72617 -0.88214 -3.53010
H -0.91672 -1.07756 -3.50626
H -1.89661 -2.10737 -2.47860
Ti -0.49611 0.28079 0.59689
C -1.83579 -1.09593 -2.90240
C -3.33657 -0.06982 -0.79154
O 3.77162 -4.05257 -0.54952
H -1.53777 2.46708 -1.79392
*
```

## Properties
HOMO (spin up / spin down) = -14.546 / -14.546 eV
Orbital gap (spin up / spin down) = 0.2177 / 0.2304 hartree
E = -3027.132365 hartree
Energy relative to the best compared isomer or geometry (same formula, charge and spin) = 112.1 kJ/mol



Entry 3:
# C58H54CrN4O4P2S

A structure of composition C58H54CrN4O4P2S (ωB97M-V with the def2-TZVPD basis set, the Open Molecules 2025 dataset).

Geometry as ORCA input:
```
! RIJCOSX wB97M-V def2-TZVPD def2/J DEFGRID3
* xyz 0 5
H -5.56382 2.10727 -3.03653
C -7.66437 1.90994 0.75768
P -1.98467 0.22817 2.30635
H 2.47573 -3.49795 -0.09750
H -6.60249 1.32392 3.43948
C 1.86308 1.20108 2.96297
H -7.73686 3.13339 -1.06615
H 1.30728 2.31247 6.12210
C 1.80065 5.52753 2.23739
H -1.76192 -4.64471 1.64268
C -0.15170 4.05682 0.70086
C -3.60061 -3.16670 4.06693
N 3.41147 -0.16409 -4.85524
C -1.18578 3.57603 -0.16187
H 2.56570 6.03482 2.81075
C -3.16615 1.72753 -0.64546
C -1.80634 0.92459 3.99533
C -1.91188 2.82492 5.49227
H 4.38076 3.96172 -1.97443
P 1.45684 1.62072 1.20149
O -1.00490 1.86258 -2.13888
C -5.14866 1.99836 -2.04319
H 0.99113 -1.95674 -3.79551
C -5.92221 1.98616 -0.92620
H 1.91097 -1.59318 1.58079
H -0.83943 0.07213 7.13552
C 4.16440 1.01324 0.48597
H 0.72331 2.81175 3.82876
H -2.79800 6.47387 -1.00574
H 2.74854 3.63804 2.43415
C 2.19646 -0.86497 -5.28169
C -3.57423 1.06631 1.83970
H 2.51050 -1.21904 0.10570
C -0.19074 5.45909 0.91561
H -1.10196 -1.42860 -2.94530
H 1.19757 8.26486 1.36854
H -8.30216 1.04252 0.93519
C 5.41011 2.27143 -1.14395
C -1.18864 0.69765 6.32309
H -1.29255 -2.30057 1.11841
C 2.48526 0.58693 5.64380
N 1.67912 -0.17433 -2.96639
H 1.00634 1.61256 -3.76499
O -3.59458 -1.32448 -1.77147
C 4.33272 3.13307 -1.27946
H 2.68982 -1.80882 -2.16791
C -0.86711 7.75201 0.79282
H 6.30868 2.42205 -1.72760
H 4.14456 0.17535 1.16389
C 1.88537 4.14451 2.02102
H -4.25996 -3.40519 4.89185
H 3.06460 -0.54962 2.54394
C 3.07635 1.87832 0.36730
Cr 0.05843 -0.38486 0.02880
H 2.73379 0.36050 6.67250
H 0.21320 -0.49730 -4.41103
H 3.55980 -1.08241 4.83305
H 2.47639 -1.86439 -5.62034
S -1.37206 1.84749 -0.69773
C 0.95579 3.38724 1.32401
C -5.90259 1.37853 2.61508
H -7.95470 1.42120 -1.37284
C -1.91451 -2.53521 1.96976
C 2.64300 0.09212 3.29916
N 1.70707 -1.61654 0.58977
C 1.17142 -0.92913 -4.11698
H -8.15644 2.76526 1.22353
C -7.41336 2.13830 -0.75509
C -2.19616 -3.86474 2.25610
C 2.94624 -0.21697 4.61822
C -1.48889 2.03194 6.55069
C -3.94433 1.51222 0.53243
O 0.54781 -4.14622 -1.70502
C 3.05566 1.20677 -4.48340
C -1.31227 -2.01404 -2.04590
H 2.35161 3.62562 -0.66161
H 4.19454 -1.86993 -3.96049
H -4.26633 0.77592 3.82724
H 0.14607 7.95735 2.73514
C -2.45580 -1.29127 -1.33368
C -1.33202 0.15209 5.05513
H -3.09762 1.96272 -2.73075
N -0.18343 -2.02480 -1.14598
C -3.04310 -4.18335 3.30392
H -2.43424 2.89936 3.41969
C 1.52573 -3.02191 0.14583
C 1.94670 1.19670 -3.40054
C -2.07016 5.84323 -0.51197
H -0.67547 8.39664 -0.06635
H 2.73339 1.73608 -5.38289
C 5.32146 1.21145 -0.25551
H -2.13997 3.87175 5.65107
C -1.13468 6.33771 0.34555
H 1.07092 -3.57956 0.96711
H 4.88888 -0.34959 -3.39748
C -3.75099 1.89193 -1.87048
H 3.96199 1.69978 -4.11942
H 2.23732 1.78166 -2.53166
C -3.31604 -1.84151 3.77930
C -5.31988 1.74351 0.33122
C 1.36667 1.96897 4.02087
O -2.07068 -0.64300 -0.27883
H -2.80576 4.06253 -1.42915
C 0.74072 6.18255 1.68488
C 0.56826 -3.10913 -1.03758
C 0.37111 7.64288 1.71459
C 3.18065 2.93899 -0.53283
H -1.39237 2.45287 7.54366
C 2.92354 -0.80000 -2.52062
C 3.95467 -0.84225 -3.67969
H -3.74307 -1.07417 4.41080
H -1.09379 -0.89307 4.90119
H 1.78679 -0.33081 -6.14156
C 1.69418 1.68094 5.33567
H 6.15348 0.52961 -0.13580
C -2.07049 2.27542 4.22885
H -1.73053 8.16890 1.31293
H 3.31469 -0.21653 -1.67943
C -2.47652 -1.50182 2.71856
H -3.26963 -5.21795 3.52768
H -1.60661 -3.01556 -2.36062
C -6.29367 1.67552 1.34148
C -4.54901 1.06340 2.82344
C -2.06599 4.45903 -0.74805
*
```

## Properties
HOMO (spin up / spin down) = -7.243 / -7.308 eV
Orbital gap (spin up / spin down) = 0.2572 / 0.2596 hartree
E = -4887.971971 hartree
Energy relative to the best compared isomer or geometry (same formula, charge and spin) = 183.0 kJ/mol



Entry 4:
# C37H44IrN4O2Se

A structure of composition C37H44IrN4O2Se (ωB97M-V with the def2-TZVPD basis set, the Open Molecules 2025 dataset).

Geometry as ORCA input:
```
! RIJCOSX wB97M-V def2-TZVPD def2/J DEFGRID3
* xyz 0 2
H -1.25069 0.78571 -6.64539
C -0.33274 -2.53921 -2.94772
O 1.69201 -2.00279 0.26342
H -2.94625 -2.12930 -3.56906
C -0.47354 -4.85789 0.83255
C 2.81351 4.23927 1.74550
H -7.63859 3.29271 0.50928
C 1.90371 2.59475 4.36649
C -5.72984 2.38845 0.12224
C -0.89821 0.80173 -5.62610
H -4.50045 5.65067 1.59587
H 2.62417 1.52625 -2.40406
H -2.67654 1.84416 2.66819
C -0.20548 1.07169 3.45466
C -3.88652 3.76670 0.76203
Se -3.18400 1.19122 -0.34844
H 2.09430 4.33014 0.93661
H 0.98677 2.46218 6.29598
C -0.05780 -3.54880 0.64332
C 0.92720 2.18928 5.25385
H 0.71814 -2.32469 -2.77300
H 0.27961 -5.63066 0.84203
H 3.40204 3.08909 -2.65409
C -2.70567 -4.03126 0.95606
H -0.96542 -1.06621 -1.49047
C -1.25119 -0.20203 -4.74494
C -0.11933 0.94571 -2.92573
H 3.33590 0.81674 1.32271
H 2.10492 2.82339 -4.56468
H -2.85766 -1.89472 0.74737
C -0.86036 -0.16093 -3.41918
C 3.00177 2.77686 2.17176
H 4.35407 2.08912 0.64664
C -0.04654 1.79324 -5.18821
C -0.10568 1.39627 4.79540
H -0.60468 -3.42100 -2.37086
C 1.83041 2.31191 3.00808
N 0.46264 1.42980 1.17174
C -2.20122 -2.75550 0.77690
C 1.43812 -3.23004 0.43750
H -0.35547 -1.67949 3.50242
H -0.00636 3.42999 0.83510
H 0.19693 4.48927 -4.33706
C 0.71360 1.60356 2.52757
C 0.98170 4.33995 -3.59917
O 2.22663 -4.15430 0.45988
H -1.19632 -0.02282 1.91215
C -4.81674 4.70734 1.16758
H 1.79284 5.02976 -3.81924
H 2.66743 1.96271 0.17378
C -2.67977 -1.72460 -2.59492
C 1.50047 2.89513 -3.65169
H -3.48009 0.27724 2.78688
C -1.20353 -1.34543 -2.55029
H -2.86724 1.07160 4.23988
H 3.76053 4.65432 1.41148
C 3.35387 1.85666 1.00425
C -0.08002 2.27778 -0.97684
C -1.28418 -1.15639 3.72473
H -1.34804 -1.01352 4.79944
H 0.31719 2.52362 -5.89924
H -0.40552 3.11902 -1.57899
H 0.58274 4.59565 -2.62020
Ir 0.10435 -0.47607 0.09530
H -6.12958 1.47521 -0.29413
H -3.77028 -4.17757 1.06341
C 0.13544 2.45053 0.38577
H 2.04101 2.95634 -1.55435
N 0.04692 1.07886 -1.55893
H -1.84435 -1.02983 -5.09770
H -2.19715 -6.10966 1.11619
C -2.67360 0.88691 3.18532
H -0.85194 1.03848 5.48920
N -0.90062 -2.51944 0.62090
C -1.82561 -5.10558 0.98415
C 0.39140 1.87403 -3.87099
C -1.33215 0.18497 2.99603
H 3.86360 2.75740 2.85055
C 2.44692 2.59500 -2.49362
C -6.56310 3.39805 0.56577
H 2.75508 3.15036 4.73050
H -2.82709 3.95329 0.85857
H -2.88723 -2.48530 -1.84318
H 2.46021 4.82767 2.59098
C -4.35326 2.56922 0.22773
H -3.30920 -0.86004 -2.39510
H -2.11468 -1.78589 3.41502
H -0.47322 -2.75562 -4.00405
N -6.12454 4.53590 1.07797
*
```

## Properties
HOMO (spin up / spin down) = -6.918 / -6.840 eV
Orbital gap (spin up / spin down) = 0.1699 / 0.1655 hartree
E = -4311.452443 hartree
Energy relative to the best compared isomer or geometry (same formula, charge and spin) = 285.9 kJ/mol